Entry from OMol25: C29H62Br3F3N8O10 as an isolated structure (ωB97M-V with the def2-TZVPD basis set).

Geometry as XYZ:
```
115
Properties=species:S:1:pos:R:3:mulliken_charge:R:1
C -8.875 21.278 -19.130 -1.155
C -9.139 20.881 -20.559 0.849
O -9.400 21.748 -21.389 -0.679
N -8.923 19.596 -20.889 0.168
C -9.291 18.973 -22.135 -0.999
H -8.452 20.436 -18.570 0.285
H -9.832 21.394 -18.608 0.289
H -8.352 22.213 -18.974 0.321
H -8.755 19.025 -20.079 -0.088
H -9.108 17.903 -22.081 0.028
H -8.819 19.371 -23.035 0.523
H -10.358 19.149 -22.294 0.407
C -12.329 13.713 -24.894 -0.962
C -11.235 12.672 -25.159 0.632
O -11.383 11.514 -24.788 -0.706
N -10.204 13.105 -25.903 0.184
C -9.222 12.258 -26.481 -1.127
H -13.201 13.265 -24.437 0.347
H -12.603 14.021 -25.908 0.282
H -11.872 14.563 -24.390 0.127
H -10.261 14.088 -26.179 0.416
H -9.635 11.625 -27.280 0.399
H -8.813 11.513 -25.793 0.291
H -8.416 12.891 -26.852 0.370
C -2.014 9.508 -25.375 -0.315
C -2.220 9.217 -26.859 0.689
O -1.227 9.114 -27.565 -0.635
N -3.514 9.099 -27.277 -0.134
C -3.874 8.736 -28.643 -0.859
H -2.190 8.595 -24.805 0.343
H -2.681 10.336 -25.120 -0.280
H -0.967 9.729 -25.194 0.279
H -4.098 9.743 -26.766 0.239
H -4.385 7.787 -28.796 0.261
H -3.058 8.750 -29.362 0.363
H -4.559 9.543 -28.906 0.155
C -8.380 17.306 -25.242 -0.167
C -9.709 16.979 -25.846 0.145
O -9.914 15.813 -26.141 -0.765
N -10.594 17.980 -26.054 -0.179
C -11.945 17.767 -26.572 -0.874
H -8.043 18.331 -25.427 0.555
H -7.677 16.639 -25.732 0.238
H -8.395 17.211 -24.159 -0.415
H -10.408 18.898 -25.692 0.286
H -12.479 16.942 -26.108 0.215
H -11.842 17.607 -27.646 0.291
H -12.555 18.662 -26.471 0.363
C -6.523 12.431 -19.101 -0.633
C -6.746 11.981 -17.651 0.534
O -5.931 11.271 -17.107 -0.618
N -7.863 12.485 -17.051 -0.086
C -8.049 12.328 -15.627 -0.894
H -7.001 11.730 -19.786 0.300
H -5.464 12.437 -19.340 0.354
H -6.935 13.431 -19.234 -0.006
H -8.545 12.926 -17.636 0.147
H -8.373 13.268 -15.181 0.295
H -7.149 11.995 -15.117 0.320
H -8.785 11.560 -15.369 0.301
C -0.621 15.563 -26.857 -1.214
C -1.194 15.096 -25.536 0.668
O -1.955 15.840 -24.915 -0.611
N -0.931 13.859 -25.141 -0.101
C -1.380 13.329 -23.883 -0.577
H -1.217 15.124 -27.655 0.271
H 0.456 15.397 -26.890 0.395
H -0.745 16.642 -26.905 0.324
H -0.286 13.236 -25.597 0.255
H -0.770 13.749 -23.074 0.322
H -1.337 12.242 -23.897 0.189
H -2.400 13.618 -23.627 0.056
C -12.941 16.116 -20.357 -1.140
C -11.840 16.991 -19.836 0.858
O -11.904 18.218 -19.854 -0.647
N -10.817 16.344 -19.276 -0.089
C -9.606 16.932 -18.730 -0.902
H -13.055 16.237 -21.438 0.234
H -13.866 16.562 -19.984 0.330
H -12.876 15.047 -20.174 0.335
H -10.850 15.353 -19.115 0.199
H -9.649 18.016 -18.715 0.204
H -8.748 16.629 -19.333 0.277
H -9.699 16.569 -17.701 0.441
C -7.303 11.044 -30.806 -1.550
C -6.955 10.850 -29.362 0.872
O -6.165 11.626 -28.834 -0.568
N -7.523 9.784 -28.753 -0.078
C -7.368 9.426 -27.356 -0.405
H -6.764 11.845 -31.298 0.357
H -8.376 11.146 -30.981 0.363
H -7.027 10.132 -31.352 0.381
H -8.049 9.188 -29.368 0.202
H -7.073 8.386 -27.272 0.346
H -8.310 9.697 -26.872 0.411
H -6.709 10.173 -26.913 -0.239
C -5.015 12.257 -25.452 -0.721
C -5.405 13.659 -25.075 -0.575
O -6.413 13.622 -24.051 -0.157
C -6.585 14.703 -23.332 0.240
O -6.091 15.767 -23.578 -0.377
C -7.693 14.538 -22.258 0.924
F -7.966 13.260 -22.029 -0.247
F -7.284 15.121 -21.125 -0.298
F -8.791 15.174 -22.682 -0.202
H -4.363 11.814 -24.691 0.155
H -4.382 12.356 -26.336 0.515
H -5.832 11.544 -25.538 0.017
H -5.725 14.189 -25.977 0.337
H -4.557 14.263 -24.743 0.246
C -5.640 19.214 -23.675 1.110
Br -4.156 18.002 -24.178 0.007
Br -5.556 20.846 -24.661 -0.027
Br -5.672 19.471 -21.706 -0.075
H -6.589 18.705 -23.753 -1.057
```

Its energy is -281756.5768 eV. The HOMO energy comes out at -9.15 eV. Its LUMO energy is 0.07 eV. The maximum force comes out at 2.45 eV Å⁻¹. Its gap between HOMO and LUMO is 9.2194 eV. Its multiplicity is 1.

Entry from OMol25: C29H62O7PPdSi4 as an isolated structure (ωB97M-V with the def2-TZVPD basis set).

Geometry as XYZ:
```
104
Properties=species:S:1:pos:R:3:mulliken_charge:R:1
Pd 0.185 0.111 -0.520 1.060
C 0.034 -0.101 -5.325 -1.807
C 0.205 -0.500 -3.873 0.570
O -0.239 0.242 -3.001 -0.070
C 0.853 -1.767 -3.563 0.618
C 0.817 -2.819 -4.495 -0.766
C 1.302 -4.067 -4.188 -0.824
C 1.833 -4.275 -2.904 -0.568
C 1.917 -3.256 -1.988 -0.078
C 1.485 -1.941 -2.300 0.231
O 1.728 -0.969 -1.473 -1.069
H -0.189 0.960 -5.380 0.312
H -0.803 -0.651 -5.764 0.415
H 0.932 -0.329 -5.899 0.420
H 0.361 -2.649 -5.466 0.357
H 1.247 -4.876 -4.906 0.353
H 2.168 -5.267 -2.619 0.437
H 2.270 -3.444 -0.984 0.044
C 2.062 1.226 1.907 -0.201
C 0.920 0.766 2.780 -0.501
O -0.304 0.812 2.046 0.110
C -1.317 0.047 2.708 -0.690
C -2.401 -0.363 1.743 -0.078
H 3.000 1.167 2.457 0.529
H 1.927 2.249 1.566 -0.418
H 2.154 0.582 1.035 -0.171
H 0.817 1.411 3.663 0.408
H 1.108 -0.251 3.121 0.144
H -1.731 0.659 3.520 0.424
H -0.867 -0.844 3.149 0.309
H -2.931 0.496 1.336 0.017
H -3.122 -1.008 2.253 0.498
H -1.964 -0.935 0.927 -0.472
C 3.845 -2.169 3.628 -1.767
C 3.159 -3.011 2.566 1.812
C 3.127 -4.467 3.019 -1.732
C 3.867 -2.863 1.226 -1.504
O 1.816 -2.476 2.496 -0.160
P 0.623 -2.985 1.532 -0.273
O 0.956 -4.287 0.905 -0.945
O 0.139 -1.863 0.663 0.842
O -0.487 -3.169 2.709 -0.632
C -1.613 -4.064 2.608 1.674
C -2.558 -3.601 3.706 -1.580
C -1.152 -5.494 2.872 -1.698
C -2.305 -3.956 1.247 -1.229
H 4.860 -2.536 3.801 0.430
H 3.285 -2.224 4.565 0.398
H 3.898 -1.128 3.316 0.217
H 4.150 -4.839 3.125 0.461
H 2.589 -5.079 2.294 0.301
H 2.622 -4.544 3.987 0.349
H 4.908 -3.187 1.311 0.510
H 3.838 -1.826 0.889 0.156
H 3.373 -3.473 0.470 0.386
H -2.036 -3.595 4.667 0.340
H -3.419 -4.272 3.774 0.443
H -2.915 -2.588 3.499 0.192
H -0.729 -5.571 3.878 0.341
H -0.387 -5.771 2.144 0.243
H -1.996 -6.184 2.790 0.456
H -2.538 -2.911 1.026 0.089
H -3.233 -4.533 1.260 0.506
H -1.659 -4.336 0.452 0.290
C 1.858 2.534 -3.392 -0.808
Si 1.231 3.435 -1.873 0.501
C 2.705 3.513 -0.715 -1.092
C 0.906 5.205 -2.437 -1.285
Si -0.597 2.367 -0.867 0.595
Si -1.242 3.903 0.836 0.544
C 0.024 4.220 2.186 -1.047
C -1.515 5.636 0.139 -1.081
C -2.865 3.540 1.708 -1.136
Si -2.517 2.450 -2.247 0.733
C -3.193 4.204 -2.439 -1.158
C -3.887 1.468 -1.415 -1.128
C -2.479 1.819 -4.010 -1.053
H 2.810 2.975 -3.710 0.523
H 1.146 2.613 -4.221 0.160
H 2.016 1.473 -3.180 0.017
H 3.541 3.996 -1.232 0.478
H 3.019 2.507 -0.422 0.060
H 2.498 4.080 0.197 0.302
H 1.674 5.497 -3.164 0.408
H 0.949 5.910 -1.603 0.356
H -0.074 5.312 -2.916 0.245
H 1.004 4.466 1.764 0.283
H 0.139 3.361 2.847 0.085
H -0.306 5.076 2.787 0.504
H -0.631 6.023 -0.372 0.191
H -1.746 6.310 0.973 0.406
H -2.343 5.674 -0.565 0.289
H -2.868 2.577 2.218 0.262
H -3.703 3.557 1.003 0.252
H -3.038 4.320 2.457 0.430
H -3.704 4.540 -1.533 0.333
H -3.919 4.218 -3.260 0.423
H -2.405 4.931 -2.669 0.234
H -4.140 1.873 -0.431 0.247
H -3.589 0.423 -1.277 0.178
H -4.789 1.488 -2.036 0.439
H -1.747 2.362 -4.618 0.251
H -3.472 1.968 -4.448 0.476
H -2.230 0.758 -4.050 0.123
```

Its energy is -89698.3572 eV. The HOMO energy (spin up / spin down) comes out at -4.62 / -5.08 eV. Its relative energy (zero: lowest compared OMol25 entry of this formula, charge and spin) is 12.0 kJ/mol. Its LUMO energy (spin up / spin down) is 2.68 / 1.71 eV. The maximum force comes out at 0.69 eV Å⁻¹. As for the charge: -1. Its gap between HOMO and LUMO (spin up / spin down) is 7.2957 / 6.7830 eV. Its multiplicity is 3.